The following is a quantum chemistry calculation of a 2-piece molecular cluster, C34H31BF6O4S overall in a non-equilibrium geometry, from the Open Molecules 2025 dataset.

Geometry as XYZ:
```
77
Properties=species:S:1:pos:R:3:lowdin_charge:R:1
S 4.82696 0.81173 -2.15660 1.0418
F 0.60311 -2.51730 -6.62008 0.1150
F 1.11777 -5.09040 -0.61905 0.0935
F -1.28300 -2.31901 -5.51099 0.1043
F 2.77181 -5.64875 -1.95950 0.1159
F -0.37028 -4.30404 -5.77567 0.1094
F 3.09038 -4.14868 -0.38541 0.1074
O -3.46206 3.38865 7.35973 -0.0662
O 1.01253 1.30263 -3.02689 -0.0075
O -2.66799 -1.16889 3.30991 0.0949
O 2.00702 0.60560 -0.89240 -0.0068
C -0.08575 -2.99269 -5.53110 -0.5139
C -2.87908 2.39676 3.90482 0.0075
C -3.16251 3.18611 4.99775 0.0268
C -3.64941 2.78665 8.66436 -0.0465
C -3.14779 -3.33834 2.63823 0.0188
C 2.02968 -2.17755 -1.90315 0.0403
C -2.36957 0.12093 3.00438 -0.1166
C 7.26205 1.19908 -3.55225 -0.1353
C -1.36785 -0.54128 0.91352 0.0974
C -2.87867 0.98950 4.02708 -0.1464
C 0.67147 -2.77128 -4.24715 -0.1124
C -2.94334 -3.89101 0.29207 -0.0369
C -3.45308 2.59215 6.26091 -0.2314
C -3.42562 -4.19402 1.57958 -0.0307
C -3.62618 1.18641 6.33199 0.0054
C 1.56824 -1.15248 -2.71552 -0.0405
C 2.19180 -4.59022 -1.31908 -0.5163
C -2.49522 -2.14454 2.35346 -0.1421
C 0.93515 -1.44442 -3.90892 0.0409
C -0.00363 2.03897 -2.38370 -0.1391
C -3.37915 0.41355 5.21874 0.0144
C -2.13352 -2.77295 0.07091 0.0328
C 1.31873 3.71244 -1.00667 -0.0319
C 1.76043 -3.49749 -2.25759 -0.1187
C 1.08979 1.39648 -0.14391 -0.1375
C 0.37624 2.51293 -0.95356 -0.5005
C 3.33371 0.74948 -3.03261 -0.3764
C -0.91295 2.95618 -0.28734 -0.0716
C 5.78570 1.12462 -3.58997 -0.6060
C -1.64572 0.45228 1.85871 0.0572
C 3.55466 1.09289 -4.35004 -0.1461
C -1.94037 -1.81616 1.10180 -0.1231
C 4.94810 1.28885 -4.67851 -0.1448
C 1.05490 -3.81914 -3.41770 0.0368
B 1.87573 0.41941 -2.31160 -0.9310
H -4.04571 -5.08109 1.75113 0.1231
H 0.81117 4.53946 -1.52527 0.0872
H -3.61342 3.64793 9.33109 0.0966
H -3.08240 4.27160 4.93434 0.1292
H -1.37772 1.50489 1.73242 0.0957
H -2.84090 2.07825 8.90689 0.1022
H -3.51210 -3.51822 3.64656 0.1303
H -0.81911 -0.38641 -0.00962 0.1261
H 1.53533 4.03154 0.02493 0.0867
H 2.75849 1.21022 -5.08152 0.1020
H -3.52589 -0.65576 5.31502 0.1251
H -3.19409 -4.56164 -0.53325 0.1195
H 0.84265 -4.84952 -3.68644 0.1283
H 1.63162 1.82621 0.71901 0.1363
H 0.66650 -0.64296 -4.60002 0.1372
H -0.21488 2.91664 -3.02017 0.1358
H 7.61315 1.92239 -2.81096 0.0676
H -4.62296 2.27664 8.75166 0.0992
H -3.87459 0.69923 7.27782 0.1128
H 2.61925 -1.93756 -1.01907 0.1308
H 0.35388 0.70108 0.29477 0.0654
H 7.68880 0.22437 -3.29691 0.0702
H -1.63548 -2.57913 -0.88589 0.1358
H -0.91144 1.40030 -2.36814 0.1263
H -0.72668 3.24758 0.75489 0.0792
H 5.30359 1.55784 -5.67479 0.0977
H 2.25930 3.46072 -1.52415 0.1061
H -1.31407 3.83643 -0.81762 0.0976
H 7.61858 1.50173 -4.54011 0.0733
H -2.63813 2.82391 2.93377 0.1210
H -1.65596 2.14971 -0.33139 0.0715
```

Summary:
**Charge**: 0
**LUMO energy**: -3.0 eV
**2S+1**: 1
**Strongest force on any atom**: 2.2 eV/Å